Formula: C14H6Cl2F6
Source: the OMol25 dataset
Level of theory: ωB97M-V/def2-TZVPD

XYZ file:
```
28
Properties=species:S:1:pos:R:3:forces:R:3
Cl 2.464 1.421 -3.456 -0.04 -0.28 0.27
Cl 2.372 -1.793 -3.811 -0.37 0.93 0.65
F -0.235 -3.050 0.662 -0.58 -0.59 -0.93
F 1.054 -3.898 -2.163 0.62 -0.67 -0.45
F -0.507 -1.410 1.875 -0.39 0.91 -1.30
F -1.973 -1.687 0.251 -0.09 -0.70 0.51
F -1.011 -3.552 -1.701 0.92 1.01 0.78
F -0.336 -2.852 -3.514 1.06 0.56 -0.61
C 0.140 2.328 2.905 0.68 -0.64 1.28
C -1.233 2.427 2.949 -1.43 2.02 -0.60
C 1.666 0.414 -2.273 1.22 0.31 -1.41
C -0.677 -1.792 0.562 1.01 0.16 0.55
C 0.792 1.541 1.941 0.58 1.08 0.21
C 0.116 -2.980 -2.261 -1.76 -0.89 0.84
C -1.434 1.306 0.900 -0.05 0.80 1.58
C -0.040 1.076 0.958 -1.16 -0.53 -0.79
C -2.093 2.054 1.901 1.99 -0.83 -0.13
C 1.161 1.030 -1.161 0.19 1.85 0.33
C 0.658 -1.667 -1.677 -1.52 1.13 0.70
C 1.552 -0.948 -2.501 -0.62 -0.73 0.01
C 0.110 -1.016 -0.519 1.84 0.43 0.67
C 0.502 0.348 -0.202 -1.66 -3.28 -0.26
H 0.625 2.818 3.758 0.36 -0.36 -0.56
H -1.688 3.130 3.664 0.44 -0.59 0.11
H 1.905 1.378 1.832 -1.48 0.32 0.51
H -1.947 0.835 0.106 -0.65 -0.08 -0.87
H 1.181 2.118 -0.955 0.60 -0.68 -0.76
H -3.124 2.419 1.929 0.33 -0.66 -0.32
```
Forces are in eV/Å.

gap between HOMO and LUMO = 9.3883 eV
HOMO level = -9.593 eV
strongest force on any atom = 3.686 eV/Å
E_LUMO = -0.20 eV